No. 1
The following is a DFT calculation (ωB97M-V/def2-TZVPD) of a single C3H7NO molecule.

Results
* LUMO level: 0.0321 Ha
* HOMO energy: -9.47 eV
* HOMO-LUMO gap: 0.38025 Ha
* energy above the lowest of the compared OMol25 structures with the same formula, charge and spin: 0.7407 eV
* largest force on an atom: 2.58 eV/Å
* net charge: 0

Positions of all 12 atoms, in Å:
C1 1.58439 -0.18154 -0.00091
C2 -0.92930 -0.50990 -0.07693
C3 -1.25189 0.96104 -0.04051
H1 1.26039 0.83964 0.18337
H2 2.24645 -0.24480 -0.88526
H3 2.20547 -0.54465 0.81099
H4 0.44296 -2.00573 0.02240
H5 -1.14588 1.38157 1.07319
H6 -0.57016 1.59476 -0.69477
H7 -2.35701 1.04967 -0.32354
N1 0.34774 -0.98522 -0.07910
O1 -1.83316 -1.35483 0.01108

***

No. 2
The following is a DFT calculation (ωB97M-V/def2-TZVPD) of a single C5H13NS molecule.

Results
* LUMO level: 0.0330 Ha
* HOMO energy: -8.55 eV
* HOMO-LUMO gap: 0.34717 Ha
* energy above the lowest of the compared OMol25 structures with the same formula, charge and spin: 0.6922 eV
* largest force on an atom: 1.37 eV/Å
* net charge: 0

Positions of all 20 atoms, in Å:
C1 0.76252 -0.45853 1.21789
C2 -0.28126 0.17338 2.13959
S1 -0.33578 1.98373 1.90475
C3 0.62747 -0.02426 -0.26450
N1 0.50475 -1.19855 -1.13434
C4 0.23472 -0.88153 -2.52264
C5 -0.85745 -1.72489 -3.12593
H1 0.63162 -1.53699 1.19284
H2 1.73111 -0.11081 1.58551
H3 -1.28933 -0.20284 1.97490
H4 0.00287 -0.06377 3.16970
H5 -1.05051 2.19484 3.01772
H6 -0.25041 0.62848 -0.37414
H7 1.51405 0.48627 -0.63427
H8 -0.15919 -1.83137 -0.70620
H9 0.01632 0.18460 -2.61691
H10 1.13035 -0.99334 -3.13530
H11 -1.16305 -1.36737 -4.10927
H12 -0.58535 -2.77435 -3.09738
H13 -1.81088 -1.61768 -2.60727

***

No. 3
The following is a DFT calculation (ωB97M-V/def2-TZVPD) of a single C3H6N2S2 molecule.

Results
* LUMO level: -0.0019 Ha
* HOMO energy: -8.80 eV
* HOMO-LUMO gap: 0.32142 Ha
* energy above the lowest of the compared OMol25 structures with the same formula, charge and spin: 0.8726 eV
* largest force on an atom: 3.13 eV/Å
* net charge: 0

Positions of all 13 atoms, in Å:
C1 0.83212 -0.98380 -0.48838
C2 -0.06712 -0.64135 0.67281
C3 -0.15068 1.80971 0.13375
H1 -0.58416 0.41873 -1.75983
H2 1.24611 -1.97118 -0.29638
H3 1.68197 -0.24719 -0.45521
H4 -0.10933 -2.32671 1.39109
H5 -1.47881 0.63999 1.13755
H6 0.84820 1.66281 -0.32647
N1 -0.56597 -1.43938 1.51624
N2 -0.57752 0.71191 0.70076
S1 -0.11619 -0.84421 -2.05776
S2 -0.95862 3.21067 -0.16818

***

No. 4
The following is a DFT calculation (ωB97M-V/def2-TZVPD) of 2 unconnected molecules or ions with the total composition C6H16.

Results
* LUMO level: 0.0398 Ha
* HOMO energy: -11.01 eV
* HOMO-LUMO gap: 0.44457 Ha
* energy above the lowest of the compared OMol25 structures with the same formula, charge and spin: 0.5990 eV
* largest force on an atom: 2.01 eV/Å
* net charge: 0

Positions of all 22 atoms, in Å:
C1 -2.84036 -0.12821 -0.49676
C2 -3.17269 0.22743 0.93944
H1 -2.10649 0.48878 -1.00905
H2 -2.30831 -1.06087 -0.53436
H3 -3.72495 -0.30144 -1.10714
H4 -2.28198 0.54860 1.46388
H5 -3.81175 1.10872 0.97196
H6 -3.50209 -0.62720 1.51550
C3 1.33237 0.14999 -0.36539
C4 1.84841 1.27246 0.50451
C5 2.44397 -0.53668 -1.20995
C6 0.69940 -0.93705 0.52545
H7 0.56413 0.49895 -1.03626
H8 2.84735 1.12178 0.91684
H9 1.24361 1.38722 1.41652
H10 2.04611 -0.69255 -2.21204
H11 3.36288 0.03664 -1.23957
H12 2.76011 -1.49443 -0.82513
H13 -0.13127 -0.46991 1.07468
H14 0.15475 -1.74795 0.03692
H15 1.43958 -1.37834 1.18509
H16 1.77973 2.24695 0.05570

***

No. 5
The following is a DFT calculation (ωB97M-V/def2-TZVPD) of a molecular structure, C31H41AsCeClFN4O9S.

Results
* LUMO level (spin up / spin down): 0.0854 / 0.0854 Ha
* spin multiplicity: 2
* HOMO energy (spin up / spin down): -4.84 / -5.15 eV
* ⟨S²⟩: 0.751
* HOMO-LUMO gap (spin up / spin down): 0.26327 / 0.27474 Ha
* largest force on an atom: 5.64 eV/Å
* net charge: -1

Positions of all 90 atoms, in Å:
Ce1 1.27680 -0.19376 0.19014
C1 -2.26951 2.08764 1.88620
C2 -2.00348 0.59259 2.18195
N1 -1.46557 -0.18021 1.04279
C3 -2.46850 -0.84107 0.19414
C4 -3.27216 0.11418 -0.69032
N2 -2.42459 1.17927 -1.16806
C5 -2.84202 1.91809 -2.33211
C6 -2.25632 3.33750 -2.30573
C7 -0.72527 3.42434 -2.13670
N3 -0.29435 3.30017 -0.74738
C8 -0.53404 4.48244 0.05996
C9 0.19625 4.42092 1.40803
N4 -0.04175 3.27468 2.27283
C10 -1.41824 3.05886 2.72173
H1 -3.32410 2.31271 2.07473
H2 -2.06933 2.25542 0.82962
H3 -2.92835 0.11654 2.53618
H4 -1.26613 0.51765 2.98393
H5 -0.92665 -0.94442 1.44119
H6 -3.17411 -1.42879 0.79886
H7 -1.92197 -1.52784 -0.45619
H8 -4.09771 0.55915 -0.11683
H9 -3.72594 -0.48919 -1.49512
H10 -1.47295 0.85955 -1.26370
H11 -3.93423 1.99478 -2.31236
H12 -2.57370 1.42305 -3.28229
H13 -2.71970 3.87048 -1.47272
H14 -2.54032 3.85135 -3.22924
H15 -0.39712 4.39086 -2.55454
H16 -0.24178 2.63428 -2.71962
H17 0.68844 3.03879 -0.69654
H18 -1.61167 4.58666 0.23407
H19 -0.20282 5.39928 -0.45958
H20 -0.07108 5.31859 1.97541
H21 1.26696 4.46320 1.20686
H22 0.33690 2.43061 1.87037
H23 -1.90985 4.03598 2.74827
H24 -1.37917 2.70001 3.75828
O1 2.36268 -0.31735 4.73108
As1 2.51356 -0.81502 2.98477
O2 3.91145 -0.13205 2.54292
O3 1.09746 -0.22430 2.33943
C11 2.31347 -2.71584 3.34477
C12 2.45444 -3.21847 4.63096
C13 2.14610 -4.54675 4.88423
C14 1.69428 -5.37534 3.86338
C15 1.56574 -4.88190 2.57593
C16 1.87380 -3.55536 2.32991
S1 1.75631 -2.89771 0.68333
O4 1.99318 -3.98546 -0.22593
O5 0.41096 -2.31773 0.54819
O6 2.75730 -1.82117 0.64677
H25 2.69019 0.59165 4.72499
H26 2.78986 -2.55717 5.41747
H27 2.25129 -4.93786 5.88808
H28 1.44424 -6.40646 4.07598
H29 1.24000 -5.51321 1.75908
F1 6.72736 3.37226 0.13972
C17 5.47849 2.83561 0.08125
C18 5.11342 2.09805 -1.02050
C19 3.82668 1.56839 -1.07283
C20 2.86111 1.73707 -0.05513
C21 3.34313 2.46400 1.05571
C22 4.60840 3.03234 1.12946
H30 5.82832 1.92674 -1.81732
H31 3.57676 1.00284 -1.96624
H32 2.70483 2.59373 1.92668
H33 4.92750 3.59270 2.00046
C23 -3.35308 -1.82211 -4.38473
C24 -2.60351 -2.71644 -3.43784
C25 -3.24992 -3.67613 -2.67876
C26 -2.53626 -4.46288 -1.78413
Cl1 -3.38683 -5.64509 -0.83095
C27 -1.17375 -4.30951 -1.64142
C28 -0.51030 -3.35994 -2.40762
C29 -1.21662 -2.56596 -3.30031
O7 -0.65508 -1.60645 -4.08432
C30 0.70601 -1.31221 -3.86218
C31 0.97648 -0.81996 -2.43758
O8 2.11939 -0.98431 -1.96372
O9 0.03321 -0.25114 -1.82469
H34 -4.41559 -2.06166 -4.38280
H35 -2.96664 -1.92463 -5.39998
H36 -3.22385 -0.77756 -4.09458
H37 -4.31872 -3.81165 -2.78410
H38 -0.60885 -4.90947 -0.94155
H39 0.55716 -3.25919 -2.26256
H40 0.94668 -0.49963 -4.54774
H41 1.35690 -2.16461 -4.07155

***

No. 6
The following is a DFT calculation (ωB97M-V/def2-TZVPD) of a molecular structure, C5H9N2.

Results
* LUMO level: -0.1277 Ha
* HOMO energy: -14.29 eV
* HOMO-LUMO gap: 0.39735 Ha
* energy above the lowest of the compared OMol25 structures with the same formula, charge and spin: 6.1268 eV
* largest force on an atom: 8.08 eV/Å
* net charge: +1

Positions of all 16 atoms, in Å:
C1 -0.92382 1.12409 -0.77520
C2 0.20199 1.05359 0.28491
C3 1.38327 0.14297 -0.18950
C4 0.42035 -0.79252 -0.68193
C5 0.33603 -0.33613 0.68664
N1 0.46570 -1.46130 2.18339
N2 -0.67218 -0.18040 -1.53627
H1 -1.82414 1.13473 -0.13626
H2 -0.87542 2.06507 -1.31127
H3 0.31637 1.92149 1.06977
H4 2.43175 0.27983 0.02379
H5 0.57922 -1.86974 -0.81134
H6 0.88905 -0.85499 2.76342
H7 -0.60061 -1.54155 2.42460
H8 -1.57105 -0.78872 -1.40840
H9 -0.55651 0.10358 -2.58634